(1)
Here is a molecular structure, C4H6LiO2Ru from the Open Molecules 2025 dataset. Energies are from ωB97M-V/def2-TZVPD.

Properties
net charge: +2
2S+1: 6
LUMO level (alpha / beta): -0.299 / -0.413 Eh
gap between HOMO and LUMO (alpha / beta): 9.5 / 6.3 eV
strongest force on any atom: 0.0395 hartree/bohr

Atoms and positions in Å:
Ru -0.091 -0.388 -0.580
O 1.331 -1.117 0.614
O -1.932 -0.874 -0.408
C -2.873 0.002 -0.378
C 2.228 0.043 0.414
C -3.638 0.920 -0.153
C 1.480 0.999 -0.489
Li -2.551 -2.574 0.076
H 3.164 -0.342 -0.014
H 2.029 1.196 -1.422
H 1.670 -1.774 1.228
H 2.435 0.450 1.414
H -4.535 1.502 -0.313
H 1.282 1.957 0.012

Forces on the atoms, in the same order (eV/Å):
0.11 1.17 -1.57
0.78 -0.76 0.77
-0.76 -1.38 0.04
-0.96 1.67 0.65
1.51 0.15 0.74
-0.37 -0.87 -0.97
0.89 0.94 0.13
-0.52 -0.32 0.06
-0.37 0.14 -0.02
-0.50 -0.18 0.00
0.21 -0.37 0.34
-0.17 0.00 -0.35
0.47 0.14 0.42
-0.32 -0.32 -0.24


(2)
Here is a molecular structure, C4H6LiO4 from the Open Molecules 2025 dataset. Energies are from ωB97M-V/def2-TZVPD.

Properties
net charge: +1
LUMO level: -0.171 Eh
gap between HOMO and LUMO: 8.9 eV
strongest force on any atom: 0.0977 hartree/bohr

Atoms and positions in Å:
O 0.225 1.071 -1.144
O 0.853 -0.007 -0.289
O 2.101 -0.824 1.003
O 0.280 -3.108 2.819
C 1.122 -1.301 1.548
C -1.792 1.887 -2.068
C 1.261 -2.541 2.417
C -1.013 1.131 -1.081
Li 2.088 0.836 0.136
H -2.497 2.535 -1.522
H -1.489 0.577 -0.259
H -1.155 2.475 -2.734
H 2.298 -2.817 2.701
H 0.127 -1.088 1.109
H -2.409 1.174 -2.637

Forces on the atoms, in the same order (eV/Å):
-0.62 -0.50 -0.69
-3.45 1.58 -3.29
1.03 -0.79 2.52
0.44 0.25 -0.49
0.15 -1.85 -1.18
-0.05 0.49 0.25
-0.10 0.14 1.24
-0.08 -0.28 0.15
2.66 1.18 0.83
0.12 -0.14 -0.22
0.03 -0.05 -0.37
-0.16 -0.20 0.10
-0.21 -0.09 -0.24
0.08 0.17 1.24
0.17 0.08 0.13


(3)
Here is a gas-phase ion, C4H6N (charge +1) from the Open Molecules 2025 dataset. Energies are from ωB97M-V/def2-TZVPD.

Properties
net charge: +1
SMILES: C1=C2C[N@@H+]2C1
LUMO level: -0.186 Eh
gap between HOMO and LUMO: 10.4 eV
strongest force on any atom: 0.0768 hartree/bohr

Atoms and positions in Å:
N 0.026 -0.521 0.566
C -1.237 -0.119 -0.078
C -0.584 1.126 -0.471
C 1.368 -0.343 -0.003
C 0.611 0.843 0.033
H 2.202 -0.560 0.673
H 1.746 -0.814 -0.966
H -0.785 1.900 -1.063
H -1.511 -0.746 -1.060
H 0.073 -0.783 1.567
H -1.909 0.016 0.803

Forces on the atoms, in the same order (eV/Å):
1.59 -2.67 1.92
-1.00 -0.50 -1.00
1.17 -0.61 0.84
2.89 -1.48 -1.91
-0.62 0.53 0.67
-0.77 0.35 0.62
-1.37 0.64 0.75
-1.26 2.88 -2.39
0.07 1.04 2.59
-0.36 0.43 -0.80
-0.34 -0.62 -1.30


(4)
Here is a molecular structure, C4H6N from the Open Molecules 2025 dataset. Energies are from ωB97M-V/def2-TZVPD.

Properties
net charge: +1
LUMO level: -0.186 Eh
gap between HOMO and LUMO: 10.1 eV
strongest force on any atom: 0.0851 hartree/bohr

Atoms and positions in Å:
N 0.460 0.409 0.289
C 0.014 -0.328 -2.044
C -0.611 0.523 1.310
C 0.200 -0.735 1.222
C 0.110 -0.466 -0.686
H -0.508 -1.142 -2.650
H 1.329 0.987 0.175
H 0.823 -1.440 1.953
H -0.405 1.106 2.119
H 0.220 0.626 -2.575
H -1.632 0.461 0.886

Forces on the atoms, in the same order (eV/Å):
3.34 2.57 1.19
-1.45 -1.82 1.84
-1.20 -3.41 -2.43
-0.49 -1.04 -2.27
-0.92 -0.95 -0.93
1.28 1.06 0.90
-1.02 -0.15 0.72
-0.99 1.98 -2.16
0.67 1.84 1.95
0.03 -0.61 0.77
0.74 0.54 0.44


(5)
Here is C4H6N2 in the gas phase from the Open Molecules 2025 dataset. Energies are from ωB97M-V/def2-TZVPD.

Properties
net charge: 0
SMILES: N#CC1(N)CC1
LUMO level: 0.032 Eh
gap between HOMO and LUMO: 10.9 eV
strongest force on any atom: 0.0277 hartree/bohr

Atoms and positions in Å:
N -0.924 -0.787 0.971
N -1.180 -0.284 -2.399
C -0.061 -0.326 -0.090
C 0.311 1.146 -0.015
C -0.541 -0.495 -1.450
C 1.293 0.081 0.419
H 1.500 -0.181 1.456
H -1.897 -0.591 0.755
H 0.633 1.578 -0.961
H -0.430 1.718 0.503
H -0.841 -1.795 1.060
H 2.137 -0.064 -0.248

Forces on the atoms, in the same order (eV/Å):
-0.17 -0.16 -0.32
0.91 -0.81 0.74
-0.44 0.41 -0.01
0.64 -0.28 -0.11
-0.73 0.09 -1.05
0.14 -0.09 -0.26
-0.32 0.17 -0.30
0.03 0.02 0.01
-0.42 -0.06 0.16
0.42 0.36 0.96
0.01 0.13 0.09
-0.08 0.21 0.10


(6)
Here is C4H6N2 in the gas phase from the Open Molecules 2025 dataset. Energies are from ωB97M-V/def2-TZVPD.

Properties
net charge: 0
SMILES: C#C/C=N/NC
LUMO level: 0.035 Eh
gap between HOMO and LUMO: 9.0 eV
strongest force on any atom: 0.0883 hartree/bohr

Atoms and positions in Å:
N -1.185 0.284 -0.153
N 0.024 -0.239 -0.116
C -2.364 -0.437 0.075
C 1.090 0.451 0.107
C 2.426 -0.130 0.205
C 3.612 -0.417 -0.122
H -2.927 0.066 0.881
H -3.165 -0.548 -0.747
H 4.733 -0.390 -0.209
H 1.138 1.577 0.106
H -2.194 -1.497 0.287
H -1.188 1.280 -0.313

Forces on the atoms, in the same order (eV/Å):
1.47 1.61 -1.22
1.07 -1.24 1.39
-2.80 -1.05 -0.41
0.08 0.51 -0.48
3.73 -0.92 -2.42
-2.72 1.66 1.67
0.22 -0.55 0.07
1.48 0.73 0.35
-1.97 -0.44 0.15
-0.46 -0.93 0.18
0.50 0.45 0.48
-0.59 0.18 0.24


(7)
Here is C4H6N2 in the gas phase from the Open Molecules 2025 dataset. Energies are from ωB97M-V/def2-TZVPD.

Properties
net charge: 0
SMILES: Cc1c[nH]cn1
LUMO level: 0.035 Eh
gap between HOMO and LUMO: 9.5 eV
strongest force on any atom: 0.0496 hartree/bohr

Atoms and positions in Å:
N 1.705 0.608 -0.004
N 0.422 -1.192 0.118
C -0.368 -0.099 0.149
C 1.664 -0.773 -0.015
C 0.406 1.032 0.130
C -1.834 -0.299 0.059
H 0.129 2.071 0.215
H -2.144 -0.957 0.871
H 1.968 -1.461 -0.786
H 2.509 1.221 0.040
H -2.366 0.650 0.107
H -2.091 -0.802 -0.883

Forces on the atoms, in the same order (eV/Å):
-0.08 -0.27 -0.17
-0.49 0.16 -0.16
-0.37 0.28 0.36
-0.92 -0.15 -0.68
-0.14 0.08 0.12
-0.27 0.13 0.18
0.13 -0.06 0.03
-0.21 0.12 -0.02
2.53 0.01 0.27
-0.15 -0.40 -0.19
-0.14 -0.06 0.07
0.11 0.17 0.21


(8)
Here is C4H6N2 in the gas phase from the Open Molecules 2025 dataset. Energies are from ωB97M-V/def2-TZVPD.

Properties
net charge: 0
SMILES: N1[C@H]2[C@@H]1[C@H]1N[C@@H]21
LUMO level: 0.040 Eh
gap between HOMO and LUMO: 9.8 eV
strongest force on any atom: 0.0160 hartree/bohr

Atoms and positions in Å:
N 1.121 0.215 1.213
N -0.580 -1.316 0.141
C -1.018 0.069 -0.030
C 0.024 -0.443 -0.915
C 0.046 0.993 0.651
C 1.110 0.423 -0.218
H -0.032 -0.480 -2.001
H -0.146 2.021 0.927
H -2.032 0.345 -0.289
H 0.783 -0.731 1.406
H 1.991 0.840 -0.698
H -1.219 -2.018 -0.215

Forces on the atoms, in the same order (eV/Å):
0.05 -0.06 0.21
0.32 -0.08 -0.75
-0.19 0.34 0.00
0.01 -0.28 -0.20
-0.08 0.38 0.17
0.17 0.11 -0.13
-0.15 -0.75 0.31
0.10 -0.10 0.24
0.10 -0.09 0.10
0.11 0.15 0.18
-0.33 0.03 0.07
-0.11 0.36 -0.19


(9)
Here is C4H6N2 in the gas phase from the Open Molecules 2025 dataset. Energies are from ωB97M-V/def2-TZVPD.

Properties
net charge: 0
SMILES: Nc1ccc[nH]1
LUMO level: 0.037 Eh
gap between HOMO and LUMO: 8.5 eV
strongest force on any atom: 0.0063 hartree/bohr

Atoms and positions in Å:
N -0.147 -1.125 0.091
N 2.031 -0.033 0.295
C 0.645 -0.010 0.073
C -0.158 1.091 -0.065
C -1.473 -0.734 -0.039
C -1.501 0.630 -0.127
H 2.545 -0.566 -0.396
H 2.340 0.931 0.227
H -2.269 -1.458 0.061
H 0.180 -2.077 0.158
H 0.198 2.114 -0.057
H -2.385 1.244 -0.225

Forces on the atoms, in the same order (eV/Å):
0.00 0.14 0.00
0.10 0.01 -0.11
-0.21 0.14 -0.04
0.04 0.02 0.07
0.04 -0.11 0.20
-0.17 -0.10 0.00
-0.06 -0.05 -0.02
0.24 -0.17 0.13
0.11 0.09 -0.24
-0.06 0.27 0.07
-0.11 -0.11 -0.11
0.08 -0.14 0.05